ORCA calculation (wB97M-V/def2-TZVPD) on a structure of composition C4H9N2OS.

Summary:
**ΔE to the lowest compared entry with this formula, charge and spin**: 410.6 kJ/mol
**E_tot**: -740.3866 a.u.
**HOMO energy**: -14.310 eV
**Kohn-Sham gap**: 10.5474 eV

Structure (ORCA input):
```
! RIJCOSX wB97M-V def2-TZVPD def2/J DEFGRID3
* xyz 1 1
C 0.90857 0.26996 0.15031
C -1.59908 -0.12136 0.24511
C 2.23960 0.93754 -0.22151
C -1.98262 -1.51306 -0.13547
N 0.26312 0.63624 1.33205
N 0.07937 -0.18136 -0.70036
O -0.93757 -0.08357 1.42832
S -2.48770 1.20979 -0.38505
H 1.95225 1.90757 -0.83760
H 2.78774 0.20760 -0.75208
H 2.63668 1.14396 0.75389
H -1.15342 -2.22953 -0.07301
H -2.55501 -1.42049 -1.00640
H -2.71960 -2.05424 0.45435
H 0.86114 0.55366 2.15418
H 0.26518 -0.56270 -1.57089
H -1.98295 2.13831 0.41381
*
```

Let us look at the Mulliken charges, expressed in e, one per atom: 0.48 0.80 -1.02 -1.35 -0.24 -0.23 -0.18 -0.10 0.30 0.37 0.33 0.35 0.43 0.35 0.34 0.18 0.19

ORCA calculation (wB97M-V/def2-TZVPD) on a cluster of 2 separate species, C4H2O2 in total.

Summary:
**ΔE to the lowest compared entry with this formula, charge and spin**: 223.1 kJ/mol
**E_tot**: -303.9248 a.u.
**HOMO energy**: -10.292 eV
**Kohn-Sham gap**: 8.3620 eV

Structure (ORCA input):
```
! RIJCOSX wB97M-V def2-TZVPD def2/J DEFGRID3
* xyz 0 1
C 1.79420 -1.82809 -0.09645
C 1.22844 -0.69409 -0.22814
C -1.94237 -0.16299 0.02867
C 0.96800 0.62407 -0.00558
O -2.44920 -0.22051 1.05276
O -1.60854 -0.02077 -1.03567
H 0.64466 1.01620 1.09721
H 1.36482 1.28618 -0.81280
*
```

Let us look at the Mulliken charges, expressed in e, one per atom: -0.36 0.30 0.66 -0.50 -0.34 -0.30 0.28 0.25

ORCA calculation (wB97M-V/def2-TZVPD) on the ion C5H12NOS with charge +1.

Summary:
**ΔE to the lowest compared entry with this formula, charge and spin**: 256.3 kJ/mol
**E_tot**: -725.5209 a.u.
**HOMO energy**: -13.353 eV
**Kohn-Sham gap**: 10.2973 eV

Structure (ORCA input):
```
! RIJCOSX wB97M-V def2-TZVPD def2/J DEFGRID3
* xyz 1 1
O -1.65064 0.63336 -0.51831
C -1.04839 0.68673 -1.52198
C 0.52218 0.10962 -1.49106
C 0.29952 -1.19105 -0.67314
C 0.90073 -1.08209 0.68868
S 0.36024 0.19820 1.82843
C -1.45342 0.34629 1.92164
N 1.37503 1.06278 -0.87856
H -1.26779 1.23018 -2.37818
H 0.65603 -0.24498 -2.59441
H 0.74863 -2.04803 -1.22982
H -0.82068 -1.46071 -0.80772
H 2.05605 -1.13168 0.79045
H 0.56624 -2.16937 1.13854
H -1.59456 0.25198 2.98160
H -1.86099 -0.59786 1.53262
H -1.79693 1.25613 1.49655
H 2.28686 0.81370 -0.85307
H 0.63122 1.32558 1.36133
H 1.09065 2.01123 -0.79359
*
```

Let us look at the Mulliken charges, expressed in e, one per atom: -0.39 -0.30 0.12 -0.85 -0.44 0.20 -0.82 -0.50 0.50 0.28 0.44 0.30 0.40 0.37 0.41 0.30 0.38 0.18 0.20 0.22

ORCA calculation (wB97M-V/def2-TZVPD) on a cluster of 2 separate species, C6H9NO in total.

Summary:
**Structure (SMILES)**: [H]/N=C1/CCC1=O.C=C
**ΔE to the lowest compared entry with this formula, charge and spin**: 244.9 kJ/mol
**E_tot**: -363.9310 a.u.
**HOMO energy**: -9.407 eV
**Kohn-Sham gap**: 9.1905 eV

Structure (ORCA input):
```
! RIJCOSX wB97M-V def2-TZVPD def2/J DEFGRID3
* xyz 0 1
C 0.46822 0.73693 -1.64830
C -1.62535 -0.97239 0.93952
C 1.03394 1.19919 -0.29252
C -1.77538 0.27895 1.35743
C 0.71080 -0.70698 -1.24692
C 1.15725 -0.27768 0.14236
N 1.79045 -0.77792 1.10403
O 0.57798 -1.76842 -1.78353
H 1.77113 -1.79511 1.15312
H -0.58584 0.95874 -1.81031
H 1.02813 1.04316 -2.53165
H -1.17951 -1.73263 1.55777
H -2.10298 -1.31965 0.03160
H 0.37470 1.80456 0.32098
H 2.00456 1.69019 -0.34528
H -1.35343 0.62160 2.28231
H -2.29467 1.01746 0.76938
*
```

Let us look at the Mulliken charges, expressed in e, one per atom: -0.30 -0.55 -0.58 -0.53 0.35 0.43 -0.68 -0.55 0.28 0.21 0.30 0.28 0.23 0.24 0.31 0.28 0.29

ORCA calculation (wB97M-V/def2-TZVPD) on an isolated molecule of H2N2O2S.

Summary:
**ΔE to the lowest compared entry with this formula, charge and spin**: 292.6 kJ/mol
**E_tot**: -659.1925 a.u.
**HOMO energy (alpha / beta)**: -8.308 / -7.532 eV
**Kohn-Sham gap (alpha / beta)**: 8.5209 / 6.8300 eV

Structure (ORCA input):
```
! RIJCOSX wB97M-V def2-TZVPD def2/J DEFGRID3
* xyz 0 1
N 0.60787 1.22096 -0.68402
N 0.42149 0.31289 0.17633
O 1.63226 3.46123 -1.41892
O -0.50333 -0.64205 -0.13249
S 1.40004 2.89374 -0.15350
H 0.65670 0.32253 1.22074
H -0.50186 -0.53024 -1.17970
*
```

Let us look at the Mulliken charges, expressed in e, one per atom: -0.67 0.50 -0.38 -0.46 0.31 0.29 0.41

ORCA calculation (wB97M-V/def2-TZVPD) on a structure of composition C22H41BN2O10PYb.

Summary:
**E_tot**: -3249.1902 a.u.
**HOMO energy**: -9.108 eV
**Kohn-Sham gap**: 2.4328 eV

Structure (ORCA input):
```
! RIJCOSX wB97M-V def2-TZVPD def2/J DEFGRID3
* xyz 1 1
C 3.51814 4.66421 4.55323
C 2.19069 3.83270 4.42001
O 1.04199 4.59189 3.96210
C 1.15812 4.96557 2.57207
C 0.82917 3.78871 1.61216
O 1.93302 2.96554 1.29045
C 1.48821 1.60034 1.40928
C 2.44950 0.52499 0.85780
O 2.24434 0.29154 -0.50592
C 2.92573 -0.90324 -0.96877
C 1.74876 -1.90973 -1.17559
O 2.32824 -3.13646 -0.62009
O 0.64080 -1.70784 -0.33318
P -0.68911 -2.73905 -0.79923
N -2.05128 -3.84204 -1.30143
C -1.79887 -1.32929 -1.46738
O -1.32906 -0.00034 -1.11136
C -2.42544 0.90433 -1.40101
C -1.17082 -2.59313 1.06581
C -2.30178 -1.61662 1.42378
C -1.98509 -0.26600 1.92342
C -2.99924 0.73720 2.24352
C -4.38669 0.35992 2.04761
C -5.50839 1.41283 2.33003
C -4.78411 -0.97317 1.59296
C -3.74000 -1.92825 1.28943
O -0.05909 -2.84982 -2.45039
C 1.27577 -2.40936 -2.63497
C 1.46783 -1.51202 -3.90590
C 1.33937 0.03382 -3.69127
C 2.61141 0.97137 -3.63647
N 0.22335 0.64965 -3.59167
O 2.09945 -3.59640 -2.83754
B 1.60808 -4.40870 -3.87363
O 0.63504 -5.42604 -3.70898
O 2.13668 -4.26426 -5.20353
H 4.37392 3.97950 4.33398
H 3.65262 5.00601 5.61355
H 3.55693 5.57064 3.90432
H 2.32743 2.90110 3.80367
H 1.92976 3.47194 5.45477
H 0.36854 5.75431 2.40387
H 2.12823 5.44881 2.30295
H -0.03403 3.20428 2.06099
H 0.47608 4.24366 0.64583
H 1.41923 1.41573 2.53611
H 0.43660 1.49661 1.01971
H 3.51179 0.85659 1.01810
H 2.30496 -0.39386 1.49461
H 3.60810 -0.73266 -1.83154
H 3.51489 -1.28494 -0.09201
H 1.98847 -3.26781 0.27826
H -0.06811 -3.97916 -0.39159
H -1.54940 -4.67427 -1.64469
H -2.50546 -4.19512 -0.44839
H -2.89320 -1.46941 -1.27836
H -1.68573 -1.37390 -2.59048
H -3.30826 0.59015 -0.78422
H -2.63920 0.80509 -2.50143
H -2.06232 1.93281 -1.13545
H -0.25902 -2.30223 1.65446
H -1.45645 -3.60936 1.46579
H -0.90199 -0.00309 2.03244
H -2.69559 1.76270 2.59816
H -5.01396 2.42364 2.29117
H -6.21084 1.40105 1.45127
H -6.04301 1.23537 3.29255
H -5.84290 -1.27754 1.45078
H -3.95554 -2.96496 0.92960
H 2.45309 -1.69895 -4.41477
H 0.69140 -1.78027 -4.68008
H 2.50823 1.70901 -4.47192
H 3.52439 0.34114 -3.75376
H 2.61827 1.57334 -2.69035
H -0.53924 -0.03413 -3.67256
H -0.10518 -5.12698 -4.27187
H 1.59953 -3.64131 -5.71690
Yb -1.31923 2.75099 3.60674
*
```

Let us look at the Mulliken charges, expressed in e, one per atom: -1.12 0.23 -0.37 -0.68 0.84 -0.36 0.16 -0.77 -0.16 -1.66 1.04 -0.63 -0.22 0.50 -0.91 -2.00 0.48 -0.94 -1.62 0.14 0.75 0.25 1.31 -1.43 -0.84 -0.26 -0.58 1.14 -1.50 0.67 -1.15 -0.73 -0.54 0.78 -0.60 -0.58 0.33 0.33 0.33 -0.08 0.34 0.40 0.27 -0.70 0.46 0.11 0.17 0.38 0.28 0.16 0.53 0.51 0.34 0.38 0.31 0.48 0.76 0.27 0.30 0.08 0.41 0.59 -0.34 -0.82 0.29 0.35 0.33 0.38 0.30 0.57 0.41 0.45 0.29 0.09 0.31 0.29 0.31 1.44